Arrangement i

Density functional theory data (wB97M-V/def2-TZVPD) for a molecular structure, C7H11I2N2O5RuS.

Element x y z (Å)
C 1.56 -0.51 2.23
I -1.12 0.39 2.86
H 2.40 -1.22 2.30
H 0.65 -1.15 2.17
H 1.60 0.13 3.12
C -2.08 -2.11 -1.27
C -0.57 -0.71 -0.36
N -1.88 -0.89 -0.66
H -0.56 -3.62 -1.82
I 0.47 1.41 -2.37
N 0.06 -1.80 -0.87
H -3.06 -2.44 -1.58
Ru 0.15 1.13 0.14
C 1.78 0.34 0.95
O 2.85 0.60 0.43
C -0.86 -2.68 -1.39
C 1.49 -2.03 -0.94
H 1.63 -2.87 -1.62
H 1.89 -2.30 0.05
H 2.00 -1.15 -1.33
C -2.94 0.09 -0.51
H -3.87 -0.45 -0.31
H -3.07 0.67 -1.44
H -2.71 0.76 0.32
O 0.03 4.71 -0.72
S 0.96 4.29 0.30
O 0.96 5.01 1.55
O 0.03 2.71 0.92
O 2.21 3.71 -0.13

Orbital gap (alpha / beta), eV: 2.2129 / 5.8568
HOMO level (alpha / beta), eV: 2.39 / -1.34
LUMO (alpha / beta), Ha: 0.1692 / 0.1660
Spin multiplicity: 6
Total charge: -2

Atom-resolved charges from Löwdin, all expressed in e:
1. C -0.36
2. I 0.04
3. H 0.04
4. H -0.09
5. H 0.00
6. C -0.08
7. C -0.43
8. N -0.15
9. H 0.11
10. I 0.12
11. N -0.13
12. H 0.11
13. Ru 0.90
14. C -0.70
15. O -0.11
16. C -0.08
17. C -0.07
18. H 0.08
19. H 0.08
20. H 0.05
21. C -0.08
22. H 0.08
23. H 0.08
24. H 0.01
25. O -0.38
26. S 0.40
27. O -0.35
28. O -0.69
29. O -0.38

***

Arrangement ii

Density functional theory data (wB97M-V/def2-TZVPD) for a molecular structure, C7H11I2N2O5RuS.

Element x y z (Å)
C -1.04 -2.20 1.66
I -2.64 0.40 0.37
H -0.75 -3.19 2.09
H -1.69 -2.36 0.78
H -1.64 -1.67 2.41
C -0.51 -2.05 -3.71
C -0.20 -1.34 -1.57
N -0.61 -0.98 -2.82
H 0.20 -4.11 -3.31
I 2.55 0.19 -0.77
N 0.18 -2.66 -1.70
H -0.79 -1.96 -4.75
Ru 0.00 0.01 -0.02
C 0.18 -1.43 1.37
O 1.26 -1.59 1.93
C -0.03 -3.09 -3.00
C 0.80 -3.47 -0.70
H 1.28 -4.33 -1.18
H 0.06 -3.84 0.04
H 1.57 -2.88 -0.17
C -0.94 0.35 -3.23
H -1.70 0.32 -4.03
H -0.04 0.87 -3.62
H -1.35 0.91 -2.38
O 2.16 2.90 0.93
S 1.46 2.19 1.92
O 1.06 3.00 2.94
O -0.03 1.71 1.15
O 2.20 0.95 2.42

Orbital gap (alpha / beta), eV: 2.4523 / 6.0510
HOMO level (alpha / beta), eV: 2.12 / -1.56
LUMO (alpha / beta), Ha: 0.1681 / 0.1651
Spin multiplicity: 6
Total charge: -2

Atom-resolved charges from Löwdin, all expressed in e:
1. C -0.27
2. I 0.05
3. H 0.06
4. H -0.01
5. H 0.03
6. C -0.07
7. C -0.36
8. N -0.16
9. H 0.11
10. I 0.20
11. N -0.13
12. H 0.11
13. Ru 0.82
14. C -0.70
15. O -0.11
16. C -0.07
17. C -0.08
18. H 0.08
19. H 0.07
20. H 0.06
21. C -0.08
22. H 0.09
23. H 0.09
24. H 0.01
25. O -0.43
26. S 0.19
27. O -0.34
28. O -0.69
29. O -0.47

***

Stability check: which of them is most stable? arrangement i.

***

Arrangement i

Density functional theory data (wB97M-V/def2-TZVPD) for a single C10H14Si molecule.

Element x y z (Å)
C -1.80 0.31 2.66
Si -0.62 -0.41 1.40
C -0.38 -2.24 1.79
C 0.96 0.52 1.01
C 1.02 0.64 -0.51
C 2.10 1.13 -1.23
C 2.02 1.16 -2.61
C 0.90 0.70 -3.29
C -0.18 0.21 -2.58
C -0.14 0.22 -1.17
C -1.29 -0.23 -0.32
H -2.53 0.92 2.15
H -1.33 0.92 3.41
H -2.37 -0.46 3.19
H -0.18 -2.82 0.87
H 0.44 -2.35 2.48
H -1.27 -2.60 2.28
H 1.82 -0.05 1.36
H 0.90 1.52 1.44
H 2.95 1.52 -0.72
H 2.87 1.45 -3.18
H 0.88 0.67 -4.34
H -1.04 -0.10 -3.10
H -1.67 -1.17 -0.72
H -2.05 0.56 -0.26

Orbital gap, eV: 9.6013
HOMO level, eV: -8.68
SMILES: C[Si]1(C)Cc2ccccc2C1
LUMO, Ha: 0.0338

Atom-resolved charges from Löwdin, all expressed in e:
1. C -0.17
2. Si 0.57
3. C -0.17
4. C -0.17
5. C -0.23
6. C -0.04
7. C -0.09
8. C -0.09
9. C -0.04
10. C -0.24
11. C -0.20
12. H 0.02
13. H 0.02
14. H 0.03
15. H 0.04
16. H 0.02
17. H 0.02
18. H 0.08
19. H 0.08
20. H 0.10
21. H 0.09
22. H 0.09
23. H 0.10
24. H 0.09
25. H 0.09

***

Arrangement ii

Density functional theory data (wB97M-V/def2-TZVPD) for a single C10H14Si molecule.

Element x y z (Å)
C 2.11 0.55 -2.64
C 1.02 -0.46 -2.03
Si 0.82 -0.39 -0.19
C -0.87 0.13 0.44
C -1.71 0.86 -0.50
C -3.06 1.07 -0.02
C -3.36 0.83 1.36
C -2.40 0.34 2.23
C -1.13 0.02 1.78
C 2.26 -0.28 1.08
C 1.84 -1.85 1.02
H 2.16 1.42 -1.99
H 2.95 -0.11 -2.70
H 1.79 0.84 -3.62
H 1.30 -1.46 -2.18
H 0.08 -0.21 -2.40
H -1.46 1.26 -1.46
H -3.87 1.56 -0.66
H -4.34 0.93 1.68
H -2.70 0.08 3.22
H -0.58 -0.67 2.41
H 2.03 0.23 2.08
H 3.23 -0.03 0.66
H 2.58 -2.49 0.63
H 1.31 -2.17 1.80

Orbital gap, eV: 8.4650
HOMO level, eV: -7.64
SMILES: CC[Si]1(c2ccccc2)CC1
LUMO, Ha: 0.0305

Atom-resolved charges from Löwdin, all expressed in e:
1. C -0.11
2. C -0.30
3. Si 0.79
4. C -0.28
5. C -0.07
6. C -0.06
7. C -0.09
8. C -0.09
9. C -0.12
10. C -0.28
11. C -0.16
12. H 0.06
13. H 0.05
14. H 0.05
15. H 0.05
16. H 0.02
17. H 0.08
18. H 0.12
19. H 0.07
20. H 0.10
21. H 0.11
22. H 0.07
23. H 0.03
24. H 0.02
25. H -0.05

***

Arrangement iii

Density functional theory data (wB97M-V/def2-TZVPD) for a single C10H14Si molecule.

Element x y z (Å)
C 0.30 2.43 -0.82
C 0.25 1.21 -0.31
C -1.23 0.55 -0.14
C -1.46 -0.71 -0.67
C -2.70 -1.29 -0.54
C -3.71 -0.62 0.13
C -3.47 0.63 0.67
C -2.23 1.22 0.54
Si 1.76 0.22 0.25
C 1.25 -0.97 1.64
C 2.48 -0.72 -1.25
H 1.24 2.94 -0.97
H -0.58 2.97 -1.13
H -0.67 -1.22 -1.20
H -2.89 -2.27 -0.96
H -4.69 -1.08 0.24
H -4.26 1.15 1.20
H -2.03 2.20 0.96
H 2.77 1.17 0.75
H 0.45 -1.63 1.33
H 2.09 -1.59 1.95
H 0.91 -0.42 2.51
H 1.78 -1.45 -1.64
H 2.72 -0.03 -2.05
H 3.40 -1.24 -0.98

Orbital gap, eV: 10.0011
HOMO level, eV: -9.04
SMILES: C=C(c1ccccc1)[SiH](C)C
LUMO, Ha: 0.0352

Atom-resolved charges from Löwdin, all expressed in e:
1. C -0.02
2. C -0.30
3. C -0.21
4. C -0.07
5. C -0.08
6. C -0.10
7. C -0.09
8. C -0.06
9. Si 0.61
10. C -0.21
11. C -0.21
12. H 0.05
13. H 0.06
14. H 0.10
15. H 0.10
16. H 0.10
17. H 0.10
18. H 0.11
19. H -0.01
20. H 0.02
21. H 0.02
22. H 0.02
23. H 0.02
24. H 0.02
25. H 0.02

***

Stability check: which of them is most stable? arrangement i.